Entry i
This record from OMol25 describes a cluster of 2 separate species, C4H10O3 in total. The level of theory is wB97M-V/def2-TZVPD.

```
! wB97M-V def2-TZVPD RIJCOSX def2/J DEFGRID3
* xyz -2 1
H 0.53 -2.45 0.30
H 1.09 0.30 0.62
C -0.95 -0.14 -0.13
H -1.32 0.11 0.87
O -0.96 -3.91 0.09
H -1.58 0.48 -0.79
O 0.57 1.69 -0.76
H -2.29 -1.71 -0.51
C -1.20 -1.60 -0.54
C 0.48 0.33 -0.31
O 3.50 5.71 1.39
H -0.91 -1.82 -1.57
H 3.03 5.92 0.57
H 1.07 -0.29 -0.99
H -0.83 -2.32 1.44
C -0.56 -2.63 0.42
H 0.33 2.32 -0.09
*
```

Properties
gap between HOMO and LUMO: 6.314 eV

Let us look at the Mulliken charges, expressed in e, one per atom: 0.1267 0.2488 -0.3533 0.3105 -0.9347 0.2615 -0.5604 0.2863 -0.6331 -0.4925 -1.1339 0.2962 0.1358 0.3086 0.1920 -0.3624 0.3039

---

Entry ii
This record from OMol25 describes a cluster of 2 separate species, C4H10O3 in total. The level of theory is wB97M-V/def2-TZVPD.

```
! wB97M-V def2-TZVPD RIJCOSX def2/J DEFGRID3
* xyz -2 1
O 1.94 -1.14 0.62
H 0.00 -1.60 -0.03
H -0.73 0.93 -1.85
C 0.82 -0.87 -0.19
H 1.99 -2.18 0.94
O 2.06 -3.59 1.14
H 1.15 -1.01 -1.23
H -1.67 0.06 -0.67
C -0.97 0.90 -0.77
H -1.74 2.11 0.79
O -2.83 2.53 -0.92
C 0.26 0.51 0.09
H 1.38 -3.70 1.81
C -1.65 2.22 -0.33
H -0.88 3.02 -0.52
H -0.15 0.54 1.10
H 1.02 1.29 0.03
*
```

Properties
gap between HOMO and LUMO: 6.781 eV

Let us look at the Mulliken charges, expressed in e, one per atom: -0.5949 0.2410 0.2950 -0.4813 0.4050 -1.0674 0.1926 0.2528 -0.3668 0.1548 -0.9350 -0.3408 0.1688 -0.4467 0.1231 0.1612 0.2384

---

Which one is most stable, and which one is least stable? entry ii is the most stable of them, while entry i is the least stable.

---

Entry i
This record from OMol25 describes the molecule C7H12O2Si. The level of theory is wB97M-V/def2-TZVPD.

```
! wB97M-V def2-TZVPD RIJCOSX def2/J DEFGRID3
* xyz 0 1
O -0.82 -2.01 -0.21
H 0.82 -2.23 0.36
H 2.21 1.64 1.51
C -1.28 -0.95 0.12
C -1.34 1.25 0.08
C 2.57 0.62 1.44
C 2.11 0.04 -1.78
H 2.03 1.05 -2.05
H -3.22 -0.90 1.12
H 3.03 -0.51 -2.04
H -1.08 2.30 0.02
H -3.28 1.48 0.85
Si 1.66 -0.30 0.08
H -3.06 1.14 -0.91
C -0.55 0.21 0.25
C -2.76 0.88 0.11
H 1.49 -0.55 -2.57
C -2.79 -0.67 0.18
H 2.32 -0.13 2.24
H 3.68 0.77 1.34
O 1.71 -1.86 0.48
H -3.46 -1.26 -0.61
*
```

Properties
gap between HOMO and LUMO: 10.047 eV

Let us look at the Mulliken charges, expressed in e, one per atom: -0.7411 0.4816 0.3297 0.5392 -0.5788 -0.9325 -1.1092 0.3664 0.2487 0.3305 0.4547 0.4394 0.5531 0.2328 0.0549 -0.5641 0.2967 -0.6294 0.2078 0.3336 -0.5874 0.2735

---

Entry ii
This record from OMol25 describes the molecule C7H12O2Si. The level of theory is wB97M-V/def2-TZVPD.

```
! wB97M-V def2-TZVPD RIJCOSX def2/J DEFGRID3
* xyz 0 1
C -1.23 1.44 -1.36
H 0.57 1.81 1.97
H -2.61 3.00 -1.94
C -0.15 -2.24 -1.61
H -1.34 3.33 -0.59
H -1.59 0.61 -1.94
O 0.59 -1.46 2.56
H 1.37 0.76 -2.15
H 0.35 -2.24 2.02
C 0.78 0.85 2.47
C -1.73 2.66 -1.33
C 0.59 -0.41 1.77
H 1.86 0.95 2.80
H 1.32 1.87 -0.23
C 0.43 -0.56 0.37
H 0.14 0.76 3.35
H -0.80 -3.07 -1.73
O 0.14 -3.02 0.72
C 0.17 -2.17 -0.18
H -0.27 -1.25 -2.05
H 0.90 -2.48 -2.08
Si 0.53 0.86 -0.83
*
```

Properties
gap between HOMO and LUMO: 9.374 eV

Let us look at the Mulliken charges, expressed in e, one per atom: -0.2003 0.3600 0.2326 -1.0868 0.2195 0.2181 -0.5419 -0.1241 0.4852 -1.2411 -0.5573 0.7587 0.2584 -0.2276 -0.2687 0.3425 0.3716 -0.6926 0.9060 0.1409 0.3044 0.3426

---

Which one is most stable, and which one is least stable? entry i is the most stable of them, while entry ii is the least stable.

---

Entry i
This record from OMol25 describes a cluster of 7 separate species, C13H40N8O7 in total. The level of theory is wB97M-V/def2-TZVPD.

```
! wB97M-V def2-TZVPD RIJCOSX def2/J DEFGRID3
* xyz 0 1
C 0.93 0.30 1.27
N -0.28 -0.04 1.61
H 9.11 0.94 -0.70
N 5.77 -6.88 1.82
H -0.61 -4.70 -5.45
H 7.40 3.40 0.77
O 6.85 0.72 -0.78
H 1.44 -4.66 -4.61
H -3.17 5.02 -3.10
H 6.08 -9.10 2.59
H 1.40 -2.57 -7.89
H -4.93 6.82 4.46
O 1.99 -4.32 -5.33
H -0.51 -1.03 1.65
H 2.89 -2.73 -7.19
N -3.97 -7.60 2.31
C -2.74 -7.24 2.36
H -3.68 5.62 4.89
H -0.96 0.55 2.07
C 4.79 -7.72 1.68
H 5.58 -5.93 1.55
H -0.89 -7.93 2.13
C -4.29 6.44 5.26
H 0.11 -5.44 -6.83
C -5.07 5.80 6.42
C -6.04 6.76 7.11
H -3.69 7.23 5.71
N -1.84 -8.19 2.35
C -3.19 7.34 -4.64
C 1.09 -3.56 -6.08
H 2.46 -0.61 0.23
O -4.18 5.30 7.41
H 2.00 -4.12 -8.06
O -4.39 7.47 -2.65
N 1.56 -0.65 0.68
C -0.12 -4.47 -6.39
H -4.75 -7.01 2.02
H -2.67 6.53 -5.13
H -4.16 7.27 -5.13
H -4.75 8.17 -3.21
N 8.73 1.73 -0.19
H -0.81 -4.10 -7.15
H -5.56 7.70 7.39
H -4.15 -8.58 2.48
H 0.75 -2.71 -5.49
H -2.72 8.24 -5.02
H -4.47 4.39 7.32
N 5.19 -8.89 2.16
O -2.55 -6.07 2.13
H 9.24 2.53 0.16
C -2.65 5.85 -2.63
H -1.65 5.70 -3.02
H -5.61 5.01 5.89
H -2.59 5.75 -1.54
C 7.42 1.62 -0.16
H -2.47 7.93 -2.87
O 1.40 1.40 1.56
N 6.83 2.62 0.48
H -1.97 -9.13 2.69
H 4.58 -9.66 1.94
C 1.98 -3.31 -7.33
H -6.83 6.92 6.38
C -3.15 7.14 -3.21
H 0.94 -1.45 0.69
H 6.40 -7.16 2.56
H -6.47 6.29 7.99
H 5.85 2.49 0.67
O 3.79 -7.41 0.97
*
```

Properties
gap between HOMO and LUMO: 9.748 eV

Let us look at the Mulliken charges, expressed in e, one per atom: 0.6380 -0.3711 0.2303 -0.3930 0.3579 0.1640 -0.6690 0.3025 0.3419 0.1771 0.3790 0.3395 -0.5239 0.1420 0.3524 -0.3732 0.6535 0.2705 0.2076 0.6196 0.2392 0.2169 -1.2084 0.3690 0.2947 -1.1441 0.3419 -0.3749 -1.4485 0.5198 0.2118 -0.5234 0.3233 -0.5785 -0.3012 -1.3728 0.2111 0.3557 0.3908 0.2944 -0.4184 0.3468 0.3143 0.1468 0.2358 0.3517 0.3656 -0.3846 -0.6630 0.1709 -1.3805 0.3695 0.3260 0.3346 0.6728 0.0840 -0.6701 -0.3843 0.1824 0.2199 -1.2898 0.3377 0.8849 0.1434 0.1886 0.2857 0.2337 -0.6666

---

Entry ii
This record from OMol25 describes a cluster of 7 separate species, C13H40N8O7 in total. The level of theory is wB97M-V/def2-TZVPD.

```
! wB97M-V def2-TZVPD RIJCOSX def2/J DEFGRID3
* xyz 0 1
H 0.24 8.04 5.95
O -0.26 6.32 3.42
H -1.25 2.66 2.04
O 4.26 -3.63 -2.53
H 0.88 0.84 1.94
H -1.10 -2.77 -3.56
H -4.55 -0.18 2.85
H -1.62 8.61 5.02
C -1.79 -4.65 -4.67
C 0.30 0.46 1.10
H 6.46 -1.61 -1.52
H -2.21 -0.17 -0.16
C -0.37 7.13 4.33
N -5.19 -0.70 3.43
H -1.39 0.74 -1.46
H -4.95 -0.85 4.40
N 0.96 2.36 6.12
H 3.65 2.90 7.56
H -2.53 -3.87 -4.88
N -0.03 1.56 -8.13
C -2.59 -4.51 -2.29
O -1.54 1.78 1.78
H -2.17 -5.65 -4.87
H -7.17 -1.00 1.11
N 0.50 7.42 5.20
H -5.48 -0.53 1.12
H -0.40 2.34 0.23
C -1.85 0.81 -0.47
H 1.95 0.78 -8.19
C 0.34 0.81 -7.17
H -0.96 1.91 -8.26
H -2.71 1.48 -0.46
H 0.64 1.98 -8.77
H 1.41 6.99 5.11
H 1.03 0.34 0.30
H 1.14 3.03 5.38
H 4.44 -4.60 -0.09
H 4.65 -1.43 -1.75
C 1.96 2.13 6.86
H 2.82 3.84 6.33
O 1.99 1.19 7.60
C -1.36 -4.60 -3.18
O -7.09 -1.82 3.45
N -6.32 -0.80 1.62
H -0.80 -5.49 -2.91
C -0.84 1.42 0.61
H -3.25 -5.34 -2.51
H 1.91 -0.36 -6.89
H 5.28 -1.70 -0.21
H 0.01 -0.57 1.35
H -1.97 7.79 3.53
C -6.26 -1.18 2.88
C 5.34 -4.52 -0.70
H 6.21 -4.31 -0.08
N -1.42 7.86 4.37
H 0.23 1.67 6.00
O -0.43 0.24 -6.34
C 5.33 -3.46 -1.67
O -0.62 -3.44 -3.05
N 1.56 0.49 -7.30
C 5.46 -1.97 -1.25
H 3.47 -3.46 -2.01
H -0.91 -4.62 -5.31
H 6.23 -3.52 -2.27
H 5.38 -5.49 -1.19
H -2.35 -4.43 -1.23
H -3.24 -3.66 -2.50
N 2.93 2.97 6.85
*
```

Properties
gap between HOMO and LUMO: 9.672 eV

Let us look at the Mulliken charges, expressed in e, one per atom: 0.1737 -0.7039 0.2925 -0.5352 0.3067 0.3410 0.1149 0.1614 -1.3137 -1.1917 0.3046 0.2612 0.7123 -0.3040 0.3714 0.1906 -0.3524 0.2262 0.3750 -0.3710 -1.2467 -0.5492 0.3954 0.2007 -0.3747 0.1579 0.3119 -1.2018 0.1776 0.6311 0.2150 0.3041 0.1465 0.2113 0.3578 0.1705 0.3423 0.3215 0.6283 0.1415 -0.6756 0.3381 -0.6397 -0.3682 0.2930 0.4272 0.3734 0.2471 0.3064 0.3057 0.2242 0.6483 -1.2613 0.3551 -0.4011 0.2300 -0.6871 0.5329 -0.5025 -0.3596 -1.1691 0.3095 0.3304 0.1930 0.3004 0.3146 0.3016 -0.3676

---

Which one is most stable, and which one is least stable? entry ii is the most stable of them, while entry i is the least stable.

---

Entry i
This record from OMol25 describes a structure of composition C15H35ClN5O5. The level of theory is wB97M-V/def2-TZVPD.

```
! wB97M-V def2-TZVPD RIJCOSX def2/J DEFGRID3
* xyz -1 1
N 0.69 -1.70 -1.19
H -3.94 -1.11 -1.54
H -0.27 -2.46 1.03
C -3.16 0.61 1.67
H -2.52 -1.47 -2.49
H -1.06 -1.92 -0.56
H -2.78 3.28 -1.25
H 0.40 -1.43 -0.26
H -3.80 0.21 2.46
H -2.59 1.31 2.29
H 1.79 0.96 -4.21
H 0.04 -1.13 -3.06
N -2.13 -0.31 1.26
H -1.44 2.34 -0.57
C 1.17 1.08 3.53
H 0.99 1.06 -0.89
C 2.41 1.55 -2.17
C 2.84 -1.41 -0.12
C -0.15 -1.94 -2.36
H -1.21 0.09 1.26
H 1.23 2.09 1.70
H 2.02 2.70 0.77
H 0.81 0.16 -2.95
H -2.81 -1.83 -0.71
H -1.55 0.13 -0.52
H 2.78 1.13 0.86
H 0.99 -0.12 1.90
C -2.85 -1.10 -1.52
O 3.30 2.34 -2.49
H 2.45 -0.26 -3.32
H 2.47 -1.81 0.82
H 0.77 -2.25 3.05
H -1.22 -1.86 -2.17
H -3.72 1.10 0.87
H 2.21 2.97 2.91
N 1.95 1.38 -0.97
H 1.57 -1.34 4.44
C -2.32 -1.65 1.06
O -3.10 1.15 -3.05
C -1.97 2.58 -1.49
C 0.82 -1.34 3.66
H -1.22 3.09 -2.10
H 3.90 -1.65 -0.27
C 1.94 -1.68 -1.32
Cl 0.07 0.42 0.29
C 1.79 0.60 -3.18
H 2.67 -0.33 -0.14
O 1.29 1.20 4.74
C 1.32 2.37 2.75
H 3.50 2.40 -0.18
C 2.57 1.97 0.18
H -1.37 -3.45 0.18
O -3.37 -2.27 1.17
H 0.37 2.83 3.03
H -0.14 -1.42 4.18
C -2.48 1.24 -2.03
C -1.17 -2.40 0.41
O 2.50 -1.86 -2.39
N -2.29 0.21 -1.20
N 1.00 -0.08 2.91
H 0.04 -2.95 -2.73
*
```

Properties
gap between HOMO and LUMO: 9.165 eV

Let us look at the Mulliken charges, expressed in e, one per atom: 0.5903 0.4938 -0.0224 -1.1608 0.4851 -1.1385 0.2906 -0.6284 0.3875 0.3440 0.4768 0.2674 0.1099 0.0775 0.6361 -0.3734 0.7357 -0.2434 -0.7026 0.4592 -0.5605 0.5922 -0.5098 0.4220 -1.2847 0.4003 -0.2915 -1.4837 -0.7803 0.3041 0.1209 0.3631 0.1049 0.2331 0.3421 -0.1075 0.4239 0.2918 -0.6975 -0.8771 -1.1599 0.3026 0.4332 0.9416 -0.3378 -0.5053 -0.3624 -0.7337 0.0193 0.4070 -1.2355 0.3828 -0.7215 0.2427 0.3306 0.6890 0.8086 -0.7883 1.4135 0.4386 0.3447

---

Entry ii
This record from OMol25 describes a cluster of 6 separate species, C15H35ClN5O5 in total. The level of theory is wB97M-V/def2-TZVPD.

```
! wB97M-V def2-TZVPD RIJCOSX def2/J DEFGRID3
* xyz -1 1
H 3.66 -0.45 -1.84
H -3.50 6.27 1.27
O 3.44 6.62 0.06
H -4.08 3.38 0.07
C -0.08 -5.57 -1.91
C -5.02 5.02 0.64
H 3.64 4.78 2.17
C 2.06 5.31 -1.98
H 0.48 -4.17 -0.36
C -5.72 3.70 -1.27
C 2.78 5.59 0.39
C 2.91 -4.96 0.42
H -3.06 -4.67 2.36
N 3.28 -1.00 -4.07
H -0.40 -6.56 -1.60
H -4.21 5.44 2.63
H 1.55 4.17 -0.22
H -3.26 -2.05 5.99
H 2.35 -4.36 1.14
H 1.96 -2.07 -5.35
H 2.83 4.80 -2.55
H 2.43 6.15 2.40
H -1.69 -1.61 5.42
H -2.30 -2.78 3.67
O -3.20 -5.18 5.52
C 4.37 -0.26 -3.79
H 1.08 5.05 -2.38
C 2.00 -5.50 -0.63
H 3.64 -4.37 -0.14
O -6.05 5.64 0.75
C -3.95 5.33 1.58
H 3.53 -5.70 0.94
C 2.69 5.22 1.89
Cl -0.89 -0.07 0.34
H -2.01 -5.79 3.16
H 2.78 -1.35 -3.27
H -0.85 -4.80 -2.00
H 1.94 4.44 2.06
H -6.64 3.23 -0.93
N -4.88 3.94 -0.21
H -5.06 3.15 -1.94
C -2.29 -2.47 5.72
H 5.44 -0.22 -1.87
H -1.74 -3.02 6.48
N 0.83 -4.94 -0.91
H 4.42 1.15 -2.28
C -2.87 -4.53 4.52
C 4.50 0.06 -2.33
H 3.68 -1.96 -5.83
C 2.85 -1.44 -5.36
H -3.08 4.68 1.46
O 5.16 0.16 -4.60
H 0.33 -5.63 -2.92
H 2.63 -0.62 -6.04
H -5.94 4.61 -1.84
N 2.12 4.92 -0.56
H -3.80 -5.95 3.46
N -2.45 -3.25 4.54
H 2.28 6.37 -2.13
O 2.32 -6.59 -1.16
C -2.97 -5.28 3.25
*
```

Properties
gap between HOMO and LUMO: 7.141 eV

Let us look at the Mulliken charges, expressed in e, one per atom: 0.2714 0.2422 -0.6839 0.2354 -0.8466 0.6306 0.2554 -0.8504 0.2661 -0.8488 0.6609 -0.9357 0.3549 -0.1437 0.2523 0.2610 0.2387 0.2720 0.3318 0.3293 0.2518 0.2565 0.3599 0.2512 -0.6592 0.6190 0.3349 0.6685 0.2177 -0.6062 -0.9687 0.2853 -0.9231 -0.9896 0.2248 0.1981 0.3661 0.3362 0.2404 -0.1615 0.3665 -0.8788 0.2606 0.2760 -0.1920 0.1703 0.6448 -0.7671 0.2819 -0.8428 0.3281 -0.6381 0.2636 0.2579 0.2795 -0.1817 0.2697 -0.1897 0.3049 -0.6800 -0.9287

---

Which one is most stable, and which one is least stable? entry ii is the most stable of them, while entry i is the least stable.